Molecular formula: C33H87N6O14
Method: DFT, ωB97M-V/def2-TZVPD

```
140
Properties=species:S:1:pos:R:3:forces:R:3
O -3.0818 -5.4163 0.2607 0.941 0.797 0.098
O -1.3262 -1.1767 -3.0728 -0.934 2.355 0.510
O 0.8638 -0.8462 2.6606 -0.274 0.169 0.606
O -1.5236 -5.9802 4.3437 0.314 0.761 -0.865
O 3.3598 -4.5631 0.2629 2.819 1.245 -0.930
O 0.2425 -1.2848 0.6816 -1.261 -0.127 -1.840
O 2.1472 -0.3085 1.0401 0.031 0.067 -0.767
O 0.9139 2.6085 -8.5444 1.924 0.938 0.999
O 2.2514 1.1173 -3.1945 -0.365 2.104 0.274
O 0.0406 2.4076 -0.9431 -0.719 -1.702 -0.620
O -1.3058 2.5166 3.8707 -1.276 0.410 -1.117
O 4.9729 0.4664 0.1094 -2.194 0.942 -2.173
O -2.5938 5.3817 0.1336 1.348 0.710 -0.193
O -3.0812 -1.9769 4.9152 -0.567 -0.926 -0.668
N -2.1100 -3.6803 2.6939 0.297 2.814 1.945
N 2.3748 2.7358 -5.7921 -1.747 0.929 0.394
N 1.0671 -0.7961 1.4382 1.289 0.064 1.787
N -2.0675 0.3041 -0.8206 0.275 2.061 -0.655
N -2.7032 4.6617 2.8475 -0.975 1.740 -0.158
N 4.5808 -1.9599 1.1756 1.423 0.003 2.389
C -3.8124 5.5118 2.2130 -1.184 -1.313 0.704
C -1.6493 -5.5575 5.7098 1.846 0.070 0.157
C -1.5258 6.1145 -0.5609 0.092 -1.317 -0.153
C -2.4213 -1.3467 3.8300 0.526 -0.610 0.858
C -2.5748 -0.3846 -3.1021 1.461 -0.366 -1.700
C -3.3722 6.2113 0.9520 0.059 0.472 0.638
C 2.8947 -3.8724 1.3560 -0.599 -0.728 0.915
C 1.1042 3.8445 -7.8740 -0.546 -0.881 1.142
C 3.9631 -3.0499 2.0944 -0.221 0.462 -1.229
C -1.8708 1.3708 0.2494 0.678 0.259 -0.242
C -2.3962 0.8494 -2.2295 -0.638 -1.210 1.128
C 2.1804 3.9560 -6.7009 0.941 -0.470 -0.900
C 1.1861 1.3142 -4.0750 0.181 -0.331 -1.404
C -1.4572 -4.0677 -0.9496 0.024 -1.039 -0.369
C -1.3737 -6.7085 -0.9356 0.354 1.389 0.107
C 5.8067 0.2088 1.1496 0.691 0.907 0.929
C 2.0849 2.1747 -9.2275 -0.281 -1.221 -1.532
C -0.7155 -3.8984 3.3631 -0.801 0.541 -1.127
C -1.2265 2.6608 -0.2803 2.347 0.422 -0.748
C 5.1404 -0.7513 2.0327 -2.106 -2.020 -0.156
C 2.3804 -5.1440 -0.5454 0.284 -0.240 -0.007
C -3.3106 -1.1821 6.0654 -0.483 -0.060 -0.533
C -0.0486 1.9740 4.2109 0.746 0.859 -1.064
C -2.5649 -2.1429 2.5463 0.745 -1.877 0.766
C 1.9596 0.0375 -2.3775 1.066 -2.304 0.908
C -1.2223 -2.2378 -3.9946 0.262 -2.019 0.832
C -2.3049 -5.4352 -0.8834 0.239 0.426 1.966
C 4.9894 1.8082 -0.4388 1.683 -0.610 0.817
C -3.0419 4.1677 4.2681 -0.384 -0.946 -1.741
C 1.1387 3.2133 -0.5967 -0.324 1.148 0.186
C -0.3910 -5.3704 3.6151 -1.768 -0.071 1.216
C 1.2441 2.6630 -4.7752 0.386 -0.743 0.572
C -1.9389 3.3173 4.8157 0.916 -0.083 0.953
H -2.9300 -5.4217 -1.7762 -0.213 -0.109 -0.579
H 1.4244 3.3754 -3.9701 0.094 0.530 -0.487
H 3.5366 -2.5061 2.9373 -0.225 -0.120 -0.126
H 5.7612 -1.1343 2.8427 -0.044 -0.130 -0.179
H 0.1128 3.9451 -7.4324 0.074 0.779 0.052
H -1.6847 1.5455 -2.6737 0.528 -0.377 0.775
H 0.3776 1.8599 3.2142 0.438 -0.732 0.260
H -3.4689 -0.9801 -2.9176 0.101 -0.193 0.427
H 0.9732 4.2087 -1.0089 -0.030 0.437 0.137
H 4.2720 1.9032 -1.2539 0.375 -0.295 0.034
H -2.2679 -6.2088 6.3272 0.063 -0.322 -0.632
H -0.8772 -2.1645 -5.0259 -0.844 1.503 -0.397
H 2.8660 -5.6634 -1.3715 0.164 -0.031 0.209
H -1.9239 5.3041 2.8546 0.674 0.223 0.571
H -3.2897 1.4315 -2.0038 -0.375 -0.235 -0.726
H -0.7104 -3.2961 4.2715 -0.234 -0.295 0.055
H 3.2617 2.7340 -5.3089 0.436 0.395 0.216
H 0.3309 2.8748 -5.3314 0.055 -0.036 0.183
H -1.8436 -7.6498 -0.6506 -0.427 0.255 -0.421
H 1.9204 -5.8836 0.1100 -1.082 0.014 -0.553
H 2.1454 2.5204 -10.2594 -0.491 0.362 -0.109
H -1.3810 -1.2524 4.1411 0.333 0.279 -0.410
H -3.6238 -2.1950 2.2931 0.148 -0.147 -0.334
H -3.7757 -1.7275 6.8866 0.572 -0.767 -0.205
H 3.9684 -1.5697 0.4737 -0.674 0.179 -0.142
H 2.0907 2.9145 -1.0354 -0.377 -0.812 0.039
H -1.9353 -4.5353 5.9575 -0.669 0.383 -0.911
H -0.3857 -2.8449 -3.6485 -0.136 -0.080 0.641
H -2.1028 -3.1955 -0.8468 -0.517 -0.018 -0.029
H 1.9399 1.0976 -9.3103 0.446 -0.051 0.074
H -2.3515 -0.7695 6.3784 -0.271 0.602 0.246
H 0.5111 -5.4568 4.2207 0.114 0.272 0.266
H 0.2103 1.1586 -3.6150 0.015 0.167 0.195
H 1.2312 3.2967 0.4862 0.213 -0.077 0.138
H -1.2734 -0.3165 -0.8862 0.994 -0.414 0.135
H 1.9956 -3.2969 1.1357 -0.002 0.597 -0.264
H 1.3418 4.6674 -8.5482 -0.074 0.086 -0.052
H 3.0861 2.4142 -8.8691 -0.192 0.125 1.018
H 1.7979 -4.3363 -0.9886 -0.852 -0.343 0.243
H -1.8238 3.2601 -0.9674 -0.523 -0.457 -0.032
H -0.0524 1.0337 4.7621 -0.232 0.169 0.064
H -0.1679 -5.9225 2.7021 -0.745 -0.116 -0.020
H 5.8153 1.0949 1.7843 1.046 0.308 0.124
H 4.8882 2.6279 0.2725 -0.988 -0.319 0.715
H -2.3038 2.6326 5.5814 -0.336 0.555 0.539
H -0.5688 -6.5876 -0.2107 0.097 0.215 0.415
H 0.5432 2.7681 4.6662 0.152 -0.246 0.556
H -0.7200 -3.9724 -0.1524 0.099 -0.345 0.390
H -2.8344 -0.2905 -0.5404 -0.418 -0.337 0.019
H -1.9311 -1.6945 1.7813 -0.075 -0.170 -0.088
H 2.7512 -0.1430 -1.6502 0.344 0.437 -0.171
H 6.0430 1.9801 -0.6589 -0.001 0.070 -1.276
H -2.6500 -0.0170 -4.1255 -0.398 0.080 -0.158
H 4.2063 -0.3243 2.3977 0.146 0.050 0.263
H -1.2605 0.8771 1.0056 0.078 0.223 0.095
H -0.8417 -6.7544 -1.8859 -0.191 -0.383 -0.357
H -2.7881 -0.3498 3.5852 -0.322 0.330 0.233
H -4.1400 -0.5203 5.8161 0.490 1.032 0.003
H 2.4064 1.9004 -6.3588 -0.378 -0.489 -0.460
H 6.7864 -0.1458 0.8296 0.356 0.320 -0.001
H 1.2963 0.5552 -4.8496 -0.428 -0.461 -0.298
H 1.9743 -0.8386 -3.0260 -0.458 -0.451 0.154
H -4.2384 6.5253 0.3698 -0.143 0.401 0.379
H -3.1507 5.0525 4.8953 -0.425 -0.148 -0.190
H -0.6196 -5.5579 6.0673 0.123 -0.428 0.730
H -4.6798 4.8749 2.0394 0.232 -0.434 -0.008
H 1.9500 4.8325 -6.0953 -0.187 -0.251 0.169
H 4.7925 -3.6549 2.4607 -0.028 -0.013 -0.212
H -4.1565 6.1939 2.9905 0.232 0.297 -0.197
H -1.7713 7.0897 -0.9816 -0.586 -0.161 0.175
H -2.4110 4.0152 2.1287 -0.037 -1.099 0.255
H -1.2869 4.0792 5.2429 0.881 -0.489 0.386
H -3.9372 3.5547 4.1643 -0.303 0.534 -0.054
H -2.2747 -4.1315 1.8054 -0.056 -1.339 -1.857
H -0.6182 6.2163 0.0341 -0.211 0.143 0.586
H -0.8948 -3.9330 -1.8736 0.125 -0.105 -0.264
H -0.9063 3.3946 0.4594 -0.839 -0.348 0.974
H -2.1088 -2.8583 -3.8635 -0.010 -0.161 -0.578
H 2.5344 -4.6824 1.9901 -0.137 0.269 1.150
H -1.2276 5.4307 -1.3557 -0.175 0.234 -0.264
H 5.4022 -2.3403 0.7274 0.016 -0.445 -0.541
H -0.0152 -3.4057 2.6887 0.115 -0.170 -0.087
H -2.8375 -4.0396 3.2953 -0.075 -0.697 0.453
H 3.1984 4.1147 -7.0567 -0.174 0.168 -0.496
H -2.8266 7.0578 1.3690 0.344 0.488 -0.805
H -2.8281 1.6541 0.6871 -0.185 -0.331 -0.161
H 1.0780 0.0420 -1.7365 -0.453 0.612 -0.512
```
Positions in Å, forces in eV/Å.

- Charge: +3
- HOMO energy: -10.55 eV
- LUMO: -0.2403 Eh
- Orbital gap: 4.011 eV
- F_max: 3.43 eV Å⁻¹
- Energy relative to the best compared isomer or geometry (same formula, charge and spin): 170.49 kcal/mol
- 2S+1: 1
- E: -2690.013321 Ha